{"formula": "C11H44N24NiO17", "method": "ωB97M-V/def2-TZVPD", "homo_energy_ev": [-8.336, -8.326], "spin_multiplicity": 3, "orbital_gap_ev": [7.9, 7.9], "largest_force_ev_per_a": 8.5, "energy_ha": -4547.16309, "symbols": ["Ni", "N", "O", "O", "O", "N", "O", "O", "O", "C", "O", "N", "N", "H", "H", "H", "H", "C", "O", "N", "N", "H", "H", "H", "H", "C", "O", "N", "N", "H", "H", "H", "H", "C", "O", "N", "N", "H", "H", "H", "H", "C", "O", "N", "N", "H", "H", "H", "H", "C", "O", "N", "N", "H", "H", "H", "H", "C", "O", "N", "N", "H", "H", "H", "H", "C", "O", "N", "N", "H", "H", "H", "H", "C", "O", "N", "N", "H", "H", "H", "H", "C", "O", "N", "N", "H", "H", "H", "H", "C", "O", "N", "N", "H", "H", "H", "H"], "xyz": [[-0.465090, -0.426807, 0.179185], [1.436472, -3.186526, -0.229295], [0.972435, -4.271459, -0.115444], [0.719521, -2.189475, -0.370598], [2.622454, -3.170106, -0.202755], [-3.031208, -2.155121, -0.639518], [-2.470025, -3.122522, -1.158462], [-2.388989, -1.103852, -0.484179], [-4.159190, -2.171490, -0.195565], [-2.486601, 1.956127, 0.907636], [-1.516200, 1.376957, 0.389130], [-2.835513, 1.904982, 2.175057], [-3.217426, 2.878488, 0.369968], [-2.284421, 1.360858, 2.823386], [-3.697214, 2.309926, 2.512107], [-3.033282, 3.230663, -0.558555], [-4.047963, 3.180544, 0.858934], [0.358056, -2.739738, -4.490742], [1.489281, -2.859772, -4.834210], [-0.054649, -2.599067, -3.254438], [-0.656184, -2.486373, -5.287924], [-1.045318, -2.510653, -3.078797], [0.583987, -2.891089, -2.528515], [-0.545365, -2.596359, -6.285781], [-1.468839, -2.031112, -4.897508], [4.223775, 4.116970, 0.215693], [3.666951, 4.647721, 1.152252], [4.981766, 4.590197, -0.771187], [4.177751, 2.815383, 0.085557], [5.276456, 5.552721, -0.688773], [5.627485, 3.852131, -1.012890], [4.395327, 2.365634, -0.792214], [3.696128, 2.246603, 0.767194], [-1.255843, -6.660170, -1.957454], [-0.758286, -7.663412, -2.563679], [-1.409883, -5.438887, -2.468602], [-1.688663, -6.638360, -0.642040], [-1.784521, -4.695980, -1.896030], [-1.202774, -5.380483, -3.455409], [-1.753240, -7.511688, -0.138826], [-1.835035, -5.776033, -0.137000], [4.669187, -0.643965, -1.540538], [3.758615, 0.051408, -1.230987], [5.683829, -0.121692, -2.166877], [4.771547, -1.965425, -1.344982], [5.578758, 0.880657, -2.232788], [6.581182, -0.583620, -2.205500], [5.730396, -2.282677, -1.353771], [3.988537, -2.419256, -0.896617], [0.350506, 4.402237, -0.868814], [0.667670, 5.483156, -1.289811], [-0.679212, 3.661965, -1.394725], [0.779664, 3.993682, 0.244756], [-0.914621, 2.737060, -1.064215], [-1.116805, 4.013073, -2.234561], [0.406801, 3.244954, 0.810859], [1.380565, 4.687048, 0.666970], [-5.600809, 1.795454, -1.202320], [-5.213054, 1.748017, -2.274568], [-6.641419, 2.533718, -0.795069], [-5.275231, 0.909792, -0.304414], [-7.146456, 2.982331, -1.545917], [-7.036820, 2.257554, 0.092342], [-4.684342, 0.132994, -0.564282], [-5.672835, 0.877116, 0.623461], [0.618015, 0.858704, -2.509053], [0.261516, 0.575383, -1.351433], [1.775579, 0.676115, -3.048334], [-0.197622, 1.322070, -3.388294], [2.094464, 1.189532, -3.857546], [2.536070, 0.387872, -2.449443], [-0.576990, 0.698446, -4.086341], [-0.568320, 2.232975, -3.158211], [-0.607014, 1.467722, 5.516998], [-0.420054, 0.718642, 4.570563], [0.340590, 1.964309, 6.267351], [-1.782223, 1.723566, 6.113394], [1.284045, 1.644769, 6.100350], [0.134950, 2.192238, 7.229562], [-2.612770, 1.234167, 5.812077], [-1.802033, 2.517536, 6.737348], [-0.907710, -2.115238, 2.675815], [-0.920109, -1.119449, 1.946360], [0.054773, -2.406785, 3.545638], [-1.918618, -2.947022, 2.580218], [-0.087226, -3.217050, 4.131660], [0.786469, -1.770042, 3.827186], [-1.841703, -3.917745, 2.848316], [-2.642059, -2.550108, 1.997818], [2.065272, 0.680582, 1.933632], [1.189881, 0.910145, 1.120056], [3.274010, 0.278353, 1.704167], [1.909211, 0.686473, 3.244145], [3.379687, 0.181975, 0.704346], [3.928816, 0.221144, 2.471019], [1.068813, 0.886644, 3.767367], [2.680513, 0.309127, 3.775928]], "atomic_forces_ev_per_a": [[0.3, 0.2, -0.4], [-1.0, -1.2, 0.6], [-3.7, -3.4, 0.4], [-1.0, 2.4, -0.3], [5.2, 2.5, 0.0], [1.2, -0.7, 0.3], [-0.4, -0.3, -0.3], [1.2, 2.1, -0.1], [-1.7, -0.6, 0.2], [1.7, -0.4, 0.2], [-0.7, 0.4, 0.1], [0.2, -2.1, 3.8], [-1.5, 2.6, -3.3], [-0.1, -0.2, -0.1], [0.5, -0.1, -0.1], [-0.2, -0.2, 0.1], [0.4, 0.2, -0.6], [0.0, 1.4, 0.5], [2.9, -1.2, -1.0], [0.0, -0.1, 3.4], [-2.7, 0.3, -3.4], [0.4, -0.4, 0.7], [-0.5, 0.3, 0.1], [-0.1, 0.3, 0.3], [0.0, -0.3, -0.6], [-1.0, -0.2, 1.4], [-0.2, 1.7, 0.5], [1.1, 1.9, -1.2], [-0.4, -4.2, -0.1], [0.2, -0.3, -0.2], [0.5, 1.1, -0.5], [-0.4, -0.1, 0.3], [0.0, 0.4, -0.3], [1.2, -2.1, 0.0], [-1.7, 2.5, 1.7], [0.3, 0.0, -1.5], [0.0, -1.4, 0.4], [0.1, 0.0, -0.6], [0.0, 0.6, 0.3], [0.3, 0.3, -0.2], [0.1, -0.2, -0.3], [1.2, -3.6, 0.2], [-3.8, 2.4, 1.5], [2.9, 2.1, -1.6], [0.5, 0.3, 0.1], [0.8, -0.2, -0.2], [-0.2, 0.4, -0.3], [-0.6, -0.8, 0.1], [-0.1, -0.5, 0.3], [-3.4, 0.9, -2.4], [0.8, 1.8, -1.9], [-0.7, -0.3, -1.3], [2.5, -1.7, 5.3], [0.2, -0.1, 0.1], [0.2, 0.0, 0.2], [0.2, -0.1, -0.4], [0.3, -0.5, 0.4], [-3.4, -0.9, 3.9], [3.3, 0.8, -7.8], [-1.2, 2.2, 0.7], [1.7, -3.0, 3.4], [-0.2, 0.0, 0.6], [-0.6, 0.5, -0.6], [0.2, 0.0, 0.1], [0.1, -0.1, -0.4], [0.8, -2.2, 3.0], [1.0, 0.1, -0.5], [4.1, -0.7, 0.5], [-4.6, 3.0, -3.9], [-0.8, -0.1, 0.0], [0.1, -0.5, 0.3], [0.0, 0.6, 0.1], [-0.8, -0.6, -0.4], [-1.2, -1.8, 0.4], [-0.7, 0.1, -0.6], [3.7, 1.3, 1.5], [-1.9, 0.2, -0.4], [-0.1, 0.3, -0.1], [0.2, 0.0, -0.3], [0.1, 0.5, 0.1], [-0.6, -0.4, -0.2], [0.9, 0.8, -0.7], [0.4, 1.1, 0.7], [0.8, -0.6, 1.1], [-1.4, -1.1, 0.1], [0.2, 0.3, 0.0], [-0.3, 0.1, -0.6], [-0.4, 0.3, -0.2], [-0.2, -0.9, -0.2], [-1.7, -0.5, 1.7], [-0.8, 0.3, -1.0], [2.4, -0.4, -2.7], [-0.7, 0.4, 3.5], [1.4, -0.6, -0.3], [0.3, -0.1, -1.1], [-0.4, -0.1, -0.5], [-0.4, 0.2, 0.1]], "mulliken_charge": [1.6554, 0.6116, -0.5992, -0.4186, -0.8741, 0.6338, -0.8641, -0.4513, -0.6974, 0.2071, 0.2050, -0.3624, -0.2390, 0.0710, 0.1692, 0.2413, 0.1759, 0.6308, -0.6792, 0.2826, -0.3900, -0.0494, -0.1592, 0.2232, 0.1242, 0.5642, -0.7128, -0.4651, -0.2506, 0.2728, 0.1981, 0.1634, 0.1342, 0.5343, -0.7317, -0.1635, -0.3133, 0.4233, 0.1181, 0.1928, 0.1681, 0.6271, -0.5820, -0.4268, -0.3511, 0.2293, 0.1856, 0.1885, 0.3546, 0.4847, -0.7587, -0.1716, -0.1264, -0.2263, 0.2220, -0.0336, 0.2692, 0.6235, -0.5829, -0.4402, -0.2718, 0.2544, 0.1734, 0.0248, 0.1459, -0.4791, 0.2625, -0.0606, -0.1922, 0.2324, 0.2738, 0.1423, 0.2450, 0.5830, -0.6600, -0.4193, -0.4754, 0.2261, 0.1893, 0.2279, 0.1627, 0.2906, -0.3856, -0.2896, -0.4387, 0.1621, 0.2370, 0.2101, 0.1518, 0.3135, -0.0087, -0.3043, 0.0095, 0.0807, 0.1281, 0.0785, 0.1155]}